Entry 1:
This record from the Open Molecules 2025 dataset describes a molecular structure, C26H14Cl5N4NaO2S4Se. The level of theory is the ωB97M-V functional and the def2-TZVPD basis.

CARTESIAN COORDINATES (ANGSTROEM)
Na -0.294 -0.283 -0.045
Se -1.117 3.474 7.211
N -1.287 3.968 5.496
C -0.892 2.969 4.757
C -0.869 2.982 3.298
C -1.299 4.081 2.550
C -1.216 4.023 1.182
C -0.695 2.869 0.580
N -0.298 1.818 1.287
C -0.395 1.865 2.611
C 0.020 0.638 3.345
N 0.378 -0.416 2.611
C 0.754 -1.518 3.235
C 0.799 -1.642 4.623
C 0.418 -0.561 5.388
C 0.014 0.604 4.742
C -0.439 1.785 5.481
N -0.477 1.855 6.781
H -1.687 4.952 3.064
H -1.550 4.838 0.557
H -0.577 2.811 -0.491
H 1.027 -2.353 2.598
H 1.113 -2.572 5.076
H 0.418 -0.595 6.470
Cl 4.962 -5.828 0.149
C 3.859 -4.527 -0.162
C 4.099 -3.251 0.341
Cl 5.530 -2.964 1.280
C 3.221 -2.212 0.094
Cl 3.553 -0.612 0.665
C 2.021 -2.374 -0.671
O 1.226 -1.427 -0.895
C 1.829 -3.698 -1.185
Cl 0.418 -3.950 -2.145
C 2.714 -4.727 -0.933
Cl 2.406 -6.304 -1.588
S -5.370 0.209 -0.360
C -3.678 0.072 -0.417
S -2.861 -1.276 0.321
S -2.726 1.264 -1.268
C 1.725 0.282 -3.430
S 0.237 0.943 -2.667
O 0.419 2.433 -2.681
C -0.882 0.528 -3.991
C -1.355 -0.772 -4.085
C -2.263 -1.082 -5.082
C -2.699 -0.095 -5.960
C -2.231 1.204 -5.836
C -1.318 1.526 -4.841
H 1.895 0.786 -4.381
H 1.602 -0.793 -3.553
H 2.532 0.472 -2.725
H -1.056 -1.511 -3.353
H -2.661 -2.086 -5.150
H -3.431 -0.337 -6.721
H -2.602 1.979 -6.495
H -0.965 2.536 -4.685

Values from the calculation:
- Molar mass: 821.9 g mol⁻¹
- Charge: -2
- Largest force on an atom: 1.02 eV/Å
- ΔE to the lowest compared entry with this formula, charge and spin: 55.17 kJ/mol

Atom charges from the Löwdin analysis, given in e for atoms 1 to 5:
1. Na 0.044
2. Se 1.020
3. N -0.244
4. C -0.326
5. C -0.101


Entry 2:
This record from the Open Molecules 2025 dataset describes a molecular structure, C14H26CeN4OP2. The level of theory is the ωB97M-V functional and the def2-TZVPD basis.

CARTESIAN COORDINATES (ANGSTROEM)
Ce 0.381 -0.242 -0.195
P 1.731 2.405 -0.987
P 0.586 -3.213 -0.554
N -0.969 1.392 0.745
N -1.505 -1.184 0.935
H -2.839 1.719 1.625
H -2.631 -0.758 2.595
H -1.594 1.210 2.763
C -1.970 1.072 1.743
H -3.423 -0.394 1.031
C -2.481 -0.344 1.598
H -1.303 3.487 0.733
H -2.702 -2.901 1.283
C -0.846 2.601 0.313
C -1.778 -2.495 0.821
C -0.103 2.882 -0.930
C -1.013 -3.479 0.199
H -0.178 3.906 -1.294
H -1.474 -4.467 0.237
H 0.390 -3.987 -1.772
H 1.283 -4.231 0.147
H 1.881 2.799 -2.362
H 2.003 3.713 -0.536
H -2.502 -0.511 -1.385
C -2.087 -0.093 -2.314
C -1.868 -1.152 -3.355
C -3.032 1.020 -2.699
O -0.754 0.284 -1.897
H -2.797 -1.593 -3.656
H -1.390 -0.707 -4.223
H -1.215 -1.958 -3.044
H -3.314 1.714 -1.888
H -2.648 1.578 -3.548
H -3.956 0.602 -3.103
H -0.615 2.220 -1.612
N 4.351 -0.737 5.114
C 3.507 -0.609 4.057
C 2.117 -0.517 4.280
C 1.264 -0.409 3.196
N 1.723 -0.371 1.907
C 3.074 -0.415 1.699
C 3.979 -0.539 2.736
H 4.054 -0.790 6.072
H 5.347 -0.812 5.003
H 1.739 -0.546 5.303
H 0.179 -0.363 3.363
H 3.453 -0.361 0.667
H 5.056 -0.599 2.556

Values from the calculation:
- Molar mass: 468.5 g mol⁻¹
- Charge: +2
- 2S+1: 3
- Largest force on an atom: 2.96 eV/Å
- Total energy: -2000.5966 Eh
- <S²>: 2.03

Atom charges from the Löwdin analysis, given in e for atoms 1 to 5:
1. Ce 0.892
2. P 0.898
3. P 0.858
4. N -0.113
5. N -0.095


Entry 3:
This record from the Open Molecules 2025 dataset describes a molecular structure, C46H64Cl4GeN3O4PtSi3. The level of theory is the ωB97M-V functional and the def2-TZVPD basis.

CARTESIAN COORDINATES (ANGSTROEM)
Pt -0.259 -0.273 0.726
C -4.481 -1.682 2.217
C -2.999 -2.036 2.273
C -2.629 -2.348 3.730
C -2.635 -3.193 1.360
C -3.609 -4.158 1.124
C -3.319 -5.313 0.427
C -2.029 -5.519 -0.009
C -1.017 -4.583 0.197
C 0.325 -4.995 -0.379
C 0.497 -4.324 -1.733
C 1.565 -4.849 0.501
C -1.339 -3.377 0.838
N -0.337 -2.368 1.155
C 0.339 -2.705 2.277
O 0.356 -3.779 2.863
C 1.011 -1.545 2.937
C 1.686 -1.634 4.135
C 2.065 -0.462 4.773
C 1.690 0.759 4.237
C 1.003 0.775 3.038
N 0.742 -0.356 2.394
C 0.342 1.995 2.484
O 0.279 2.966 3.229
N -0.209 1.839 1.257
C -1.000 3.024 0.930
C -0.389 4.227 0.512
C -1.184 5.361 0.364
C -2.535 5.347 0.637
C -3.120 4.171 1.058
C -2.378 3.007 1.208
C -3.097 1.786 1.744
C -4.532 1.696 1.226
C -3.068 1.792 3.276
C 1.093 4.420 0.211
C 1.313 5.324 -1.010
C 1.850 5.086 1.370
H -4.672 -0.806 2.834
H -4.815 -1.480 1.198
H -5.096 -2.486 2.625
H -2.432 -1.153 1.964
H -3.229 -3.189 4.086
H -1.586 -2.629 3.850
H -2.840 -1.487 4.369
H -4.609 -4.018 1.510
H -4.085 -6.057 0.253
H -1.780 -6.439 -0.524
H 0.229 -6.069 -0.562
H 0.634 -3.250 -1.591
H 1.353 -4.737 -2.270
H -0.391 -4.448 -2.351
H 1.877 -3.808 0.604
H 1.396 -5.257 1.494
H 2.392 -5.401 0.046
H 1.862 -2.621 4.540
H 2.602 -0.502 5.712
H 1.864 1.705 4.728
H -0.729 6.286 0.039
H -3.127 6.246 0.523
H -4.179 4.162 1.274
H -2.563 0.902 1.396
H -5.142 2.527 1.584
H -4.565 1.703 0.137
H -5.011 0.788 1.576
H -3.633 2.645 3.659
H -3.517 0.881 3.680
H -2.050 1.881 3.660
H 1.531 3.436 0.017
H 1.075 6.360 -0.763
H 2.362 5.318 -1.305
H 0.708 5.036 -1.867
H 1.429 6.077 1.553
H 1.791 4.528 2.296
H 2.901 5.219 1.097
Cl -5.067 -2.079 -4.504
C -4.037 -1.211 -3.438
C -4.244 0.194 -3.259
Cl -5.503 0.966 -4.134
C -3.465 0.923 -2.395
Cl -3.730 2.604 -2.143
C -2.421 0.286 -1.660
O -1.673 0.867 -0.835
C -2.174 -1.147 -1.880
O -1.223 -1.645 -1.248
C -3.038 -1.864 -2.766
Cl -2.793 -3.554 -2.920
C 3.850 -0.629 -3.571
Si 2.540 -1.661 -2.656
C 1.269 -2.233 -3.920
C 3.606 -3.029 -1.949
Ge 1.765 0.076 -1.115
Si 3.700 0.462 0.319
C 5.240 0.630 -0.746
C 4.037 -1.059 1.357
C 3.608 2.035 1.329
Si 1.326 1.870 -2.771
C -0.298 2.755 -2.706
C 1.329 1.220 -4.540
C 2.865 2.945 -2.644
H 4.806 -1.138 -3.434
H 3.989 0.398 -3.251
H 3.626 -0.621 -4.637
H 1.632 -1.994 -4.922
H 0.303 -1.745 -3.784
H 1.099 -3.306 -3.869
H 4.041 -3.557 -2.804
H 3.099 -3.749 -1.325
H 4.435 -2.600 -1.382
H 5.459 -0.265 -1.327
H 6.064 0.772 -0.038
H 5.232 1.491 -1.413
H 4.253 -1.908 0.705
H 3.229 -1.356 2.020
H 4.924 -0.879 1.972
H 3.840 2.889 0.687
H 4.361 2.006 2.121
H 2.642 2.234 1.788
H -1.044 2.067 -3.101
H -0.243 3.598 -3.403
H -0.646 3.101 -1.741
H 0.729 0.327 -4.704
H 2.324 1.061 -4.948
H 0.863 2.027 -5.116
H 3.068 3.329 -1.648
H 2.766 3.791 -3.330
H 3.733 2.372 -2.969

Values from the calculation:
- Molar mass: 1216.8 g mol⁻¹
- 2S+1: 2
- Largest force on an atom: 0.93 eV/Å
- <S²>: 0.77
- ΔE to the lowest compared entry with this formula, charge and spin: 0.00 kJ/mol

Atom charges from the Löwdin analysis, given in e for atoms 1 to 5:
1. Pt 1.158
2. C -0.078
3. C -0.358
4. C -0.028
5. C -0.122


Entry 4:
This record from the Open Molecules 2025 dataset describes 2 unconnected molecules or ions with the total composition C8H14NO. The level of theory is the ωB97M-V functional and the def2-TZVPD basis.

CARTESIAN COORDINATES (ANGSTROEM)
C 2.344 -2.678 1.373
C -0.587 -0.537 -0.878
C 0.633 -0.751 -1.464
C -0.961 -1.217 0.250
C 1.603 -1.484 -0.806
C 0.023 -1.929 0.949
C 1.337 -2.057 0.449
O -1.564 0.266 -1.501
H -1.438 0.223 -2.464
H 0.927 -0.386 -2.447
H -1.955 -1.266 0.682
H 2.535 -1.826 -1.250
H -0.194 -2.344 1.928
H 1.834 -3.462 1.931
H 2.748 -1.907 2.032
H 3.216 -2.964 0.790
C -0.780 3.607 0.095
N -1.805 2.495 0.029
H -2.482 2.498 0.791
H -2.305 2.565 -0.848
H -1.397 1.560 0.016
H -1.302 4.525 -0.088
H -0.047 3.401 -0.678
H -0.382 3.669 1.108

Values from the calculation:
- Molar mass: 140.2 g mol⁻¹
- Charge: +1
- Largest force on an atom: 1.86 eV/Å
- ΔE to the lowest compared entry with this formula, charge and spin: 30.48 kJ/mol

Atom charges from the Löwdin analysis, given in e for atoms 1 to 5:
1. C -0.042
2. C -0.341
3. C -0.029
4. C -0.024
5. C -0.024